{"formula": "C6H8O4Yb", "method": "ωB97M-V with the def2-TZVPD basis set", "symbols": ["C", "O", "C", "Yb", "O", "H", "C", "H", "O", "C", "C", "H", "H", "O", "H", "H", "H", "C", "H"], "xyz": [[-1.838, 1.366, 0.262], [2.559, 0.258, -1.107], [-1.323, -0.995, 0.681], [0.122, 0.124, -1.802], [-0.113, -1.793, -1.264], [5.086, 0.819, 0.455], [4.319, 0.056, 0.594], [-0.667, -2.996, 0.358], [-0.459, 2.019, -1.527], [-1.298, 2.301, -0.555], [3.230, 0.120, -0.127], [-1.590, 3.351, -0.409], [-2.686, 1.526, 0.927], [-1.666, 0.062, -0.195], [-1.966, -2.421, -0.763], [-2.144, -1.220, 1.376], [4.636, -0.912, 0.988], [-1.008, -2.148, -0.269], [-0.364, -0.683, 1.362]], "nbo_charge": [-0.111, -0.536, -0.080, 1.639, -1.001, 0.281, -0.723, 0.148, -0.925, 0.162, 0.737, 0.150, 0.182, -0.602, 0.147, 0.181, 0.273, -0.068, 0.146], "lumo_ev": [-0.326, -0.326]}